[1]
Formula: C10H10NO2S
Source: OMol25
Level of theory: wB97M-V/def2-TZVPD

Each line ends with the natural charge from an NBO analysis.
Element x y z (Å)
C -1.231 3.561 1.658  -0.0530
C -0.074 2.790 1.459  -0.2357
C -2.507 2.999 1.282  -0.2201
C -0.123 1.533 0.972  -0.0644
C -2.522 1.716 0.835  -0.1035
C -1.356 1.028 0.472  -0.2486
C -1.350 -0.207 -0.153  0.7244
C -0.054 -1.830 -1.233  0.4180
C 2.780 -3.115 -0.588  -0.6456
C 2.209 -2.156 -1.642  -0.0773
N 0.144 -0.755 -0.568  -0.5479
O -2.226 -0.887 -0.764  -0.5319
O 0.821 -2.558 -1.832  -0.4512
S -1.780 -2.260 -1.495  0.6886
H -1.040 4.494 2.101  0.2366
H 0.812 3.096 1.872  0.2315
H -3.504 3.472 1.162  0.2556
H 0.850 1.033 0.765  0.2595
H -3.513 1.343 0.598  0.2348
H 2.525 -2.764 0.368  0.2213
H 2.543 -4.145 -0.759  0.2377
H 3.952 -3.191 -0.696  0.2423
H 2.570 -2.062 -2.620  0.2159
H 2.072 -1.136 -1.194  0.2129

Forces on the atoms, in the same order (eV/Å):
C -1.0 -2.0 -1.2
C -2.5 0.1 0.9
C 0.9 1.4 0.3
C 0.8 -1.0 -2.2
C -0.8 -0.3 -1.4
C 0.0 0.2 2.2
C 6.8 -1.9 -2.7
C -1.3 0.2 -0.4
C 3.5 0.2 -2.5
C -0.9 0.9 2.8
N -4.4 1.6 1.9
O -2.1 1.1 1.2
O -0.8 -0.6 -0.3
S 1.1 -1.3 -0.8
H -0.5 1.3 0.4
H 2.1 1.1 0.6
H 1.1 0.3 1.0
H -1.2 0.1 0.3
H 0.2 -0.4 -0.2
H -0.3 0.2 1.3
H -0.8 -0.4 -0.1
H -2.1 0.7 0.4
H 1.1 -0.4 -1.2
H 1.0 -0.8 -0.6

The calculation puts the strongest force on any atom at 7.580 eV/Å. As for the net charge: +1. The calculation puts the energy above the lowest of the compared OMol25 structures with the same formula, charge and spin at 130.7 kJ/mol.


[2]
Formula: C36H93GaNO8S8
Source: OMol25
Level of theory: wB97M-V/def2-TZVPD

Each line ends with the Mulliken charge.
Element x y z (Å)
C -4.334 -1.695 -0.347  -1.3949
C -3.493 -0.595 -0.974  0.8849
C -4.023 -0.155 -2.349  -0.9741
C -3.017 -0.366 -3.481  1.8095
C -3.040 0.675 -4.580  -0.8402
C -2.017 0.432 -5.672  -0.6114
C -0.579 0.463 -5.202  -0.4400
C -0.037 -0.921 -4.792  0.1631
C 1.035 -0.935 -3.701  -1.2016
C 0.672 -0.235 -2.379  -0.0551
C 1.878 0.287 -1.592  -0.4224
Ga 1.470 1.932 -0.489  -1.0371
N -0.463 2.316 -0.606  -0.4292
C 1.910 1.593 1.480  -0.3471
C 1.186 2.463 2.492  0.8800
C 1.691 3.884 2.629  -1.0805
C 1.020 4.905 1.727  -0.8390
C 1.930 5.524 0.684  -0.1689
C 1.172 6.096 -0.499  -0.4758
C 2.046 6.374 -1.714  -0.6126
C 2.025 5.279 -2.774  -0.1563
C 0.619 4.889 -3.218  -0.9638
H -5.407 -1.524 -0.480  0.3913
H -4.064 -2.636 -0.832  0.2347
H -4.142 -1.794 0.726  0.3546
H -3.399 0.272 -0.297  -0.2251
H -2.477 -0.991 -1.116  -0.1641
H -4.912 -0.759 -2.581  0.4096
H -4.366 0.887 -2.315  0.3656
H -3.204 -1.359 -3.912  -0.4972
H -2.004 -0.403 -3.047  -0.8396
H -4.028 0.661 -5.067  0.3333
H -2.922 1.671 -4.129  0.3478
H -2.177 1.160 -6.477  0.3612
H -2.208 -0.562 -6.109  0.0033
H 0.031 0.823 -6.040  0.4951
H -0.459 1.189 -4.393  -0.0096
H -0.865 -1.586 -4.499  -0.2807
H 0.403 -1.374 -5.695  0.5303
H 1.968 -0.513 -4.101  0.4613
H 1.261 -1.988 -3.477  0.2465
H -0.024 0.591 -2.569  0.0982
H 0.139 -0.960 -1.743  0.0484
H 2.293 -0.506 -0.952  0.0938
H 2.661 0.551 -2.317  0.4031
H 2.296 3.209 -1.085  -0.2399
H -0.907 2.069 0.276  -0.0270
H -0.591 3.327 -0.680  0.0904
H 1.558 0.559 1.644  -0.5458
H 2.992 1.574 1.693  0.5860
H 1.233 2.001 3.481  -0.0008
H 0.109 2.497 2.242  -0.3648
H 1.505 4.184 3.672  0.1942
H 2.786 3.923 2.508  0.4546
H 0.638 5.723 2.354  0.5886
H 0.141 4.446 1.247  0.3977
H 2.432 6.379 1.161  0.0881
H 2.713 4.827 0.349  0.2833
H 0.315 5.449 -0.750  0.2673
H 0.727 7.050 -0.181  0.3057
H 3.078 6.527 -1.376  0.1170
H 1.728 7.316 -2.187  0.3534
H 2.587 5.651 -3.640  0.4741
H 2.554 4.389 -2.404  0.4185
H 0.181 4.109 -2.578  0.0251
H 0.630 4.499 -4.242  0.3572
H -0.059 5.751 -3.198  0.3529
C 5.543 -3.812 0.227  -1.0861
S 4.939 -2.253 0.883  0.5472
O 3.586 -2.068 0.312  -0.4684
C 6.002 -1.191 -0.104  -0.9801
H 4.945 -4.592 0.695  0.2909
H 5.408 -3.818 -0.854  0.3048
H 6.593 -3.937 0.494  0.4208
H 5.830 -1.389 -1.162  0.2770
H 7.043 -1.370 0.167  0.4031
H 5.723 -0.165 0.128  0.2692
C 1.873 -1.903 2.997  -0.9630
S 2.500 -3.156 4.107  0.4033
O 3.687 -3.796 3.457  -0.6364
C 1.130 -4.308 3.960  -0.8456
H 2.612 -1.107 2.942  0.2764
H 1.736 -2.329 2.005  0.4128
H 0.941 -1.509 3.402  0.4455
H 1.003 -4.588 2.914  0.1788
H 0.222 -3.843 4.337  0.3933
H 1.371 -5.182 4.562  0.3399
C -1.379 0.048 6.770  -1.1326
S -0.502 1.256 5.773  0.7019
O 0.461 0.481 4.960  -0.5496
C 0.425 1.966 7.141  -1.0951
H -1.993 -0.539 6.091  0.3084
H -0.649 -0.586 7.273  0.3958
H -2.022 0.562 7.483  0.4040
H 1.014 1.181 7.616  0.3056
H -0.267 2.420 7.849  0.3956
H 1.082 2.726 6.721  0.2921
C 6.028 9.152 1.529  -1.0449
S 4.611 8.551 0.598  0.6331
O 5.092 7.362 -0.139  -0.5849
C 4.578 9.898 -0.592  -0.9927
H 6.238 8.412 2.299  0.3280
H 6.880 9.247 0.857  0.3109
H 5.784 10.110 1.991  0.3720
H 5.538 9.941 -1.107  0.3211
H 4.366 10.836 -0.078  0.3676
H 3.782 9.672 -1.299  0.2822
C -1.680 -4.225 -6.908  -1.1624
S -2.904 -3.504 -5.813  0.7785
O -2.833 -4.256 -4.535  -0.6193
C -4.346 -4.138 -6.681  -1.1641
H -0.704 -3.977 -6.495  0.2934
H -1.817 -5.306 -6.937  0.4195
H -1.783 -3.788 -7.902  0.3867
H -4.293 -5.226 -6.716  0.3647
H -4.381 -3.714 -7.685  0.3754
H -5.221 -3.823 -6.116  0.3298
C -3.448 -6.302 -1.151  -0.9771
S -3.422 -5.260 0.307  0.6326
O -2.016 -5.219 0.790  -0.5912
C -4.289 -6.406 1.387  -1.0359
H -2.900 -5.775 -1.931  0.2447
H -2.960 -7.250 -0.925  0.3540
H -4.483 -6.449 -1.465  0.3817
H -3.731 -7.341 1.436  0.2837
H -5.297 -6.572 1.004  0.3769
H -4.339 -5.945 2.372  0.3107
C 0.218 -9.320 4.332  -0.9856
S -0.628 -8.097 3.321  0.6183
O -1.625 -8.854 2.516  -0.6515
C 0.762 -7.752 2.243  -0.9152
H -0.505 -9.699 5.052  0.3205
H 0.574 -10.131 3.696  0.2904
H 1.047 -8.843 4.855  0.3543
H 1.074 -8.677 1.757  0.4044
H 1.576 -7.318 2.823  0.3443
H 0.419 -7.033 1.500  0.2304
C -3.324 1.460 2.920  -0.4401
S -4.465 2.178 4.102  0.4874
O -4.363 1.362 5.346  -0.6182
C -5.974 1.654 3.283  -0.9442
H -2.316 1.637 3.290  -0.1954
H -3.516 0.389 2.847  0.2990
H -3.444 1.944 1.951  0.4166
H -5.967 0.569 3.187  0.2753
H -6.036 2.130 2.305  0.3597
H -6.808 1.972 3.906  0.3406

Forces on the atoms, in the same order (eV/Å):
C 0.0 -0.1 0.1
C 0.3 0.3 0.1
C -0.3 0.0 0.0
C 0.5 -0.3 0.3
C -0.7 0.1 -0.1
C -0.2 -0.2 -0.3
C 0.7 -0.1 -0.2
C -0.1 -0.2 -0.1
C 0.1 -0.2 0.1
C 0.0 -0.1 -0.1
C 0.1 -0.2 0.0
Ga 0.3 0.1 0.1
N 0.0 0.3 -0.1
C -0.2 -0.4 -0.3
C -0.1 -0.4 0.4
C 0.2 0.3 0.7
C -0.3 0.2 -0.1
C 0.4 0.3 0.0
C -0.5 0.3 0.1
C 0.1 0.2 -0.2
C 0.3 -0.1 -0.3
C -0.2 -0.2 -0.1
H 0.1 0.0 0.0
H -0.3 -0.1 0.1
H 0.0 -0.1 -0.1
H 0.0 -0.3 -0.3
H -0.2 0.2 0.2
H 0.0 0.2 0.0
H 0.2 -0.1 0.0
H 0.2 0.1 0.0
H -0.4 0.1 -0.2
H 0.0 0.1 0.2
H 0.1 -0.1 -0.1
H 0.0 0.0 0.1
H -0.1 0.2 0.0
H 0.1 0.1 0.2
H 0.0 0.0 0.0
H 0.1 0.2 0.0
H -0.2 -0.1 0.1
H -0.2 0.1 0.1
H 0.1 0.1 -0.1
H 0.0 -0.1 0.1
H -0.2 0.2 -0.1
H 0.0 0.2 -0.2
H 0.0 0.0 0.1
H -0.2 -0.4 0.2
H 0.0 0.0 0.0
H -0.1 -0.2 0.0
H 0.1 0.1 -0.1
H -0.1 0.1 -0.1
H 0.0 0.0 -0.1
H 0.2 0.0 0.1
H 0.1 0.0 0.0
H -0.2 -0.1 -0.1
H -0.2 -0.1 -0.1
H 0.3 0.0 0.0
H 0.3 -0.2 -0.1
H -0.4 0.1 0.1
H 0.3 0.1 0.0
H -0.1 -0.1 0.0
H -0.1 0.0 -0.1
H 0.0 -0.1 0.0
H 0.0 0.0 0.0
H -0.2 0.3 -0.2
H 0.2 0.2 -0.2
H 0.0 0.0 0.1
H 0.0 0.0 -0.1
C 0.1 -0.1 0.1
S 0.1 0.2 0.0
O -0.3 -0.2 0.0
C 0.1 0.0 0.0
H 0.0 0.0 0.0
H 0.0 0.0 0.0
H 0.0 0.0 0.0
H 0.0 0.0 0.0
H 0.0 0.0 0.0
H 0.0 0.0 0.0
C -0.1 -0.2 0.0
S 0.2 0.3 0.2
O -0.1 -0.2 0.0
C 0.0 -0.1 -0.2
H 0.0 0.0 0.0
H 0.0 0.0 0.0
H 0.1 0.1 0.1
H 0.0 0.0 0.0
H 0.0 0.1 0.0
H 0.0 0.0 0.0
C -0.2 0.0 0.0
S -0.2 0.0 0.2
O 0.2 -0.4 0.0
C 0.1 0.1 0.0
H 0.0 0.0 0.0
H 0.0 0.0 0.0
H 0.0 0.0 0.0
H 0.0 0.0 0.0
H 0.0 0.0 0.0
H 0.0 0.0 0.0
C 0.0 0.1 0.1
S 0.0 0.0 0.0
O 0.1 -0.1 -0.1
C -0.1 0.1 0.0
H 0.0 0.0 0.0
H 0.0 0.0 0.0
H 0.0 0.0 0.0
H 0.0 0.0 0.0
H 0.0 0.0 0.0
H 0.0 0.0 0.0
C 0.1 0.0 0.0
S -0.1 0.1 0.0
O 0.0 -0.1 0.1
C 0.0 0.0 -0.1
H 0.0 0.0 0.0
H 0.0 0.0 0.0
H 0.0 0.0 0.0
H 0.0 0.0 0.0
H 0.0 0.0 0.0
H 0.0 0.0 0.0
C 0.1 0.0 -0.1
S 0.0 0.0 0.1
O 0.1 -0.1 0.0
C 0.0 -0.1 0.0
H 0.0 0.0 0.0
H 0.0 0.0 0.0
H 0.0 0.0 0.0
H 0.1 0.0 0.1
H 0.0 0.0 0.0
H 0.0 0.0 0.0
C 0.0 0.0 0.1
S 0.0 0.0 -0.1
O -0.1 0.0 0.0
C 0.0 0.1 -0.1
H 0.0 0.0 0.0
H 0.0 0.0 0.0
H 0.0 0.0 0.0
H 0.0 0.0 0.0
H 0.0 0.0 0.0
H 0.0 0.0 0.0
C 0.0 0.0 0.0
S 0.1 0.0 0.0
O 0.0 0.0 0.1
C 0.0 0.0 -0.1
H 0.0 0.0 0.0
H 0.0 0.0 0.0
H 0.0 0.0 0.0
H 0.0 0.0 0.0
H 0.0 0.0 0.0
H 0.0 0.0 0.0

The calculation puts the strongest force on any atom at 0.788 eV/Å. As for the net charge: -1.


no.,gap between HOMO and LUMO (eV),electronic energy (Ha)
1,8.0,-990.1231
2,5.8,-7194.1563